[1]
Here is a cluster of 2 separate species, C4H4N2 in total at a distorted geometry from OMol25. Energies are from ωB97M-V/def2-TZVPD.

Computed properties:
LUMO   0.0132 Eh
Energy above the lowest of the compared OMol25 structures with the same formula, charge and spin   135.4 kcal/mol
E_tot   -264.11071 hartree
HOMO energy   -7.93 eV
Maximum force   1.68 eV/A
Multiplicity   1

Each line ends with the Mulliken charge.
Cartesian coordinates (Å):
C (0.9170, 0.9008, -0.0295)  -0.319
C (1.6635, -0.0796, -0.2051)  -0.264
N (0.5916, -1.9649, -0.0807)  -0.118
N (-0.5011, -1.9840, 0.1834)  -0.117
C (-1.6615, -0.1471, 0.2096)  -0.263
C (-0.9631, 0.8556, -0.0277)  -0.321
H (1.0407, 1.9590, 0.1275)  0.294
H (2.5564, -0.6521, -0.3329)  0.407
H (-2.5248, -0.7534, 0.3780)  0.407
H (-1.1384, 1.8951, -0.2477)  0.294

[2]
Here is an isolated molecule of C4H4N2O from OMol25. Energies are from ωB97M-V/def2-TZVPD.

Computed properties:
LUMO (spin up / spin down)   -0.0183 / -0.0183 Eh
Energy above the lowest of the compared OMol25 structures with the same formula, charge and spin   98.8 kcal/mol
E_tot   -339.42429 hartree
HOMO energy (spin up / spin down)   -8.76 / -8.76 eV
Structure (SMILES)   N=C=C/C=C\N=O
Maximum force   0.80 eV/A
Multiplicity   1

Each line ends with the Mulliken charge.
Cartesian coordinates (Å):
N (-1.5140, 1.9497, 0.1741)  -0.472
C (-0.5081, 1.3837, -0.2104)  0.381
C (0.5446, 0.8141, -0.7933)  -0.500
C (0.9662, -0.5640, -0.6197)  -0.178
C (0.4502, -1.4353, 0.2676)  -0.197
N (-0.5508, -0.9135, 1.1188)  0.006
O (-1.4867, -1.6477, 1.3571)  -0.382
H (-1.4975, 2.3512, 1.1104)  0.296
H (1.1333, 1.4639, -1.4310)  0.329
H (1.7351, -0.9184, -1.3016)  0.330
H (0.7277, -2.4836, 0.3280)  0.387

[3]
Here is an isolated molecule of C4H4N2O at a distorted geometry from OMol25. Energies are from ωB97M-V/def2-TZVPD.

Computed properties:
LUMO   0.0200 Eh
Energy above the lowest of the compared OMol25 structures with the same formula, charge and spin   53.8 kcal/mol
E_tot   -339.49600 hartree
HOMO energy   -10.90 eV
Structure (SMILES)   N#C[C@H]1CN1C=O
Maximum force   4.67 eV/A
Multiplicity   1

Each line ends with the Mulliken charge.
Cartesian coordinates (Å):
C (1.0640, -1.3671, -0.3617)  0.114
C (-0.6870, -0.1739, 0.8011)  -0.492
C (-0.0349, 0.7769, -0.0142)  0.333
C (-0.8225, 1.7063, -0.7974)  -0.076
H (0.8565, -2.3628, -0.4998)  0.438
H (-0.2736, -0.3243, 1.7989)  0.267
H (-1.7366, -0.3911, 0.7860)  0.276
H (0.9311, 1.0931, 0.2656)  0.424
N (-0.1195, -0.5791, -0.4860)  -0.395
N (-1.3581, 2.5476, -1.4011)  -0.395
O (2.1806, -0.9256, -0.0914)  -0.494

[4]
Here is an isolated molecule of C4H4N2O from OMol25. Energies are from ωB97M-V/def2-TZVPD.

Computed properties:
LUMO   0.0130 Eh
Energy above the lowest of the compared OMol25 structures with the same formula, charge and spin   4.1 kcal/mol
E_tot   -339.57520 hartree
HOMO energy   -9.32 eV
Structure (SMILES)   O=c1cc[nH]cn1
Maximum force   0.30 eV/A
Multiplicity   1

Each line ends with the Mulliken charge.
Cartesian coordinates (Å):
O (-1.0736, -1.6122, -1.9154)  -0.577
C (-0.5046, -0.8895, -1.1245)  0.445
C (-0.5882, -1.0819, 0.3332)  -0.399
C (-0.1454, -0.1244, 1.1638)  -0.230
N (0.4750, 0.9905, 0.6425)  -0.101
C (0.7053, 1.0507, -0.7035)  0.041
N (0.2861, 0.1999, -1.5667)  -0.487
H (-1.0525, -1.9877, 0.7055)  0.364
H (-0.2347, -0.1634, 2.2446)  0.361
H (0.8220, 1.7200, 1.2483)  0.223
H (1.3105, 1.8979, -1.0279)  0.359

[5]
Here is an isolated molecule of C4H4N2O from OMol25. Energies are from ωB97M-V/def2-TZVPD.

Computed properties:
LUMO (spin up / spin down)   -0.0728 / -0.0639 Eh
Energy above the lowest of the compared OMol25 structures with the same formula, charge and spin   83.9 kcal/mol
E_tot   -339.44793 hartree
HOMO energy (spin up / spin down)   -9.48 / -9.38 eV
Maximum force   0.39 eV/A
Multiplicity   1

Each line ends with the Mulliken charge.
Cartesian coordinates (Å):
O (2.1945, -1.4035, 0.1282)  -0.583
C (1.1567, -0.7666, 0.0893)  0.490
C (1.0522, 0.6803, 0.0095)  -0.235
C (-0.1536, 1.3184, -0.1877)  -0.086
N (-1.3285, 0.6810, -0.2738)  -0.495
C (-1.2401, -0.6631, -0.1198)  -0.234
N (-0.0887, -1.4335, 0.0523)  -0.417
H (1.9756, 1.2499, 0.0658)  0.369
H (-0.1900, 2.4023, -0.2872)  0.386
H (-1.2053, -0.8940, 1.0254)  0.380
H (-2.1036, -1.2352, -0.4735)  0.424

[6]
Here is an isolated molecule of C4H4N2O at a distorted geometry from OMol25. Energies are from ωB97M-V/def2-TZVPD.

Computed properties:
LUMO   -0.0358 Eh
Energy above the lowest of the compared OMol25 structures with the same formula, charge and spin   67.8 kcal/mol
E_tot   -339.47370 hartree
HOMO energy   -9.65 eV
Structure (SMILES)   [H]/N=C1\C=CC(=O)N1
Maximum force   11.30 eV/A
Multiplicity   1

Each line ends with the Mulliken charge.
Cartesian coordinates (Å):
C (1.0893, -0.1577, -0.0704)  0.355
C (-1.0957, -0.0468, -0.1239)  0.425
C (-0.6606, 1.3048, -0.1142)  -0.686
C (0.6580, 1.2553, -0.0361)  -0.046
H (2.9881, 0.2376, 0.1152)  0.254
H (-0.2930, -2.0558, -0.3208)  0.232
H (-1.2937, 2.0441, -0.0715)  0.583
H (1.3889, 2.0639, 0.2439)  0.273
N (2.2890, -0.6589, 0.2628)  -0.625
N (-0.0756, -1.0992, -0.3339)  -0.158
O (-2.2787, -0.5146, 0.3248)  -0.608

[7]
Here is an isolated molecule of C4H4N2O at a distorted geometry from OMol25. Energies are from ωB97M-V/def2-TZVPD.

Computed properties:
LUMO   0.0206 Eh
Energy above the lowest of the compared OMol25 structures with the same formula, charge and spin   81.9 kcal/mol
E_tot   -339.45117 hartree
HOMO energy   -10.09 eV
Structure (SMILES)   C=Cc1nnco1
Maximum force   5.71 eV/A
Multiplicity   1

Each line ends with the Mulliken charge.
Cartesian coordinates (Å):
C (-2.1661, 0.3511, 0.0343)  -0.703
C (-1.1197, -0.5119, -0.0856)  -0.326
C (0.2895, 0.0919, -0.2428)  0.713
C (2.4146, -0.3009, 0.1636)  0.116
H (-3.1523, 0.2624, 0.3420)  0.326
H (-2.2032, 1.4951, 0.1606)  0.240
H (-1.3103, -1.5303, -0.1422)  0.376
H (3.1066, -1.1152, 0.2270)  0.348
N (0.7806, 1.2342, -0.2480)  -0.392
N (2.2326, 0.9318, 0.0057)  -0.380
O (1.1277, -0.9081, -0.2147)  -0.318

[8]
Here is a cluster of 2 separate species, C4H4N2O in total from OMol25. Energies are from ωB97M-V/def2-TZVPD.

Computed properties:
LUMO   -0.0288 Eh
Energy above the lowest of the compared OMol25 structures with the same formula, charge and spin   106.7 kcal/mol
E_tot   -339.41161 hartree
HOMO energy   -10.03 eV
Structure (SMILES)   O=c1c#c[nH]cn1.[H][H]
Maximum force   0.59 eV/A
Multiplicity   1

Each line ends with the Mulliken charge.
Cartesian coordinates (Å):
O (-0.9621, 0.6473, 2.0056)  -0.500
C (-0.5233, 0.4089, 0.9160)  0.718
C (0.4763, -0.5066, 0.4170)  0.142
C (0.9343, -0.7534, -0.7056)  -0.400
N (0.4673, -0.0853, -1.7882)  -0.131
C (-0.5151, 0.8380, -1.4625)  0.054
N (-0.9640, 1.0702, -0.2855)  -0.451
H (0.9147, -1.5843, 3.0721)  0.109
H (0.3018, -1.2097, 2.8903)  -0.125
H (0.7753, -0.2106, -2.7408)  0.208
H (-0.9190, 1.3963, -2.3042)  0.375

[9]
Here is an isolated molecule of C4H4N2O at a distorted geometry from OMol25. Energies are from ωB97M-V/def2-TZVPD.

Computed properties:
LUMO   -0.0102 Eh
Energy above the lowest of the compared OMol25 structures with the same formula, charge and spin   76.7 kcal/mol
E_tot   -339.45938 hartree
HOMO energy   -9.44 eV
Maximum force   2.07 eV/A
Multiplicity   1

Each line ends with the Mulliken charge.
Cartesian coordinates (Å):
O (-2.7538, -1.0805, -0.0985)  -0.462
C (-2.1193, -0.0642, 0.0252)  0.018
C (-0.6526, 0.0497, 0.3643)  0.215
C (0.1365, 1.0947, 0.0071)  0.033
N (1.4462, 1.0156, -0.2549)  -0.643
C (1.8154, -0.2571, -0.1171)  -0.025
N (0.9120, -1.1654, 0.1650)  -0.370
H (-2.6545, 0.9234, -0.1479)  0.275
H (-0.3601, 2.0607, -0.0367)  0.352
H (2.8847, -0.4808, -0.2394)  0.366
H (1.3455, -2.0962, 0.3329)  0.241

[10]
Here is a cluster of 2 separate species, C4H4N2O in total from OMol25. Energies are from ωB97M-V/def2-TZVPD.

Computed properties:
LUMO   -0.0267 Eh
Energy above the lowest of the compared OMol25 structures with the same formula, charge and spin   107.1 kcal/mol
E_tot   -339.41106 hartree
HOMO energy   -10.00 eV
Structure (SMILES)   O=c1c#c[nH]cn1.[H][H]
Maximum force   0.61 eV/A
Multiplicity   1

Each line ends with the Mulliken charge.
Cartesian coordinates (Å):
O (2.2133, -0.9291, -0.0909)  -0.510
C (1.0599, -0.6095, -0.0292)  0.579
C (0.3711, 0.6553, 0.0400)  0.123
C (-0.8193, 1.0081, 0.0633)  -0.303
N (-1.7847, 0.0547, 0.0608)  -0.133
C (-1.2762, -1.2345, 0.0198)  0.061
N (-0.0347, -1.5487, -0.0138)  -0.437
H (2.4191, 2.3241, 0.2286)  0.052
H (2.6376, 1.8152, -0.2681)  -0.020
H (-2.7794, 0.2293, 0.0704)  0.210
H (-2.0234, -2.0253, 0.0169)  0.379

Question: What is the formula in the sixth record?
Answer: C4H4N2O